Record 1
The following is a quantum chemistry calculation of an isolated ion of composition C8H15N2 and charge +1, from OMol25.

Geometry as XYZ:
```
25
C8H15N2 | OMol25 | wB97M-V/def2-TZVPD
H -2.35 -1.16 -0.40
C 1.04 -1.10 -1.08
C -1.43 -1.42 -0.85
C -1.71 2.05 0.67
H 2.25 -1.85 0.57
C 0.57 1.54 -0.06
H -1.53 -1.24 -1.90
H -1.17 2.06 1.73
C 2.35 -1.18 -0.31
C -0.72 1.76 -0.43
H -2.50 1.25 0.78
H 2.60 -0.20 -0.02
H 1.33 1.58 -0.82
H 0.74 -0.08 2.76
N -0.33 -0.69 1.07
C 0.58 0.15 1.73
H -1.18 -0.59 1.61
C -0.18 -0.90 -0.31
H 3.06 -1.49 -1.06
H -1.36 -2.57 -0.72
H 0.90 -0.21 -1.84
H 0.97 -2.09 -1.48
H -0.90 2.08 -1.42
N 1.00 1.22 1.25
H -2.02 3.08 0.51
```

## Properties
- total charge = +1
- multiplicity = 3
- relative energy (zero: lowest compared OMol25 entry of this formula, charge and spin) (eV) = 2.253
- energy (eV) = -11506.9455



Record 2
The following is a quantum chemistry calculation of an isolated ion of composition C6H10FN2 and charge +1, from OMol25.

Geometry as XYZ:
```
19
C6H10FN2 | OMol25 | wB97M-V/def2-TZVPD
H -1.17 -1.99 0.62
C -2.51 0.28 -0.26
C -0.49 1.78 -0.18
H -1.09 2.64 -0.49
C 2.45 -0.23 0.26
H 0.57 -2.21 0.82
H -2.84 -0.03 -1.29
N 1.18 0.32 0.01
H -3.00 1.21 -0.02
H 1.66 2.37 -0.04
H 0.15 -2.38 -0.85
C -0.19 -1.85 0.11
F -2.88 -0.56 0.74
N -0.99 0.48 -0.20
H 3.18 0.59 0.28
C 0.85 1.67 -0.07
H 2.70 -0.92 -0.55
C 0.04 -0.38 -0.07
H 2.37 -0.77 1.18
```

## Properties
- total charge = +1
- multiplicity = 1
- relative energy (zero: lowest compared OMol25 entry of this formula, charge and spin) (eV) = 0.427
- energy (eV) = -12075.1317



Record 3
The following is a quantum chemistry calculation of the molecule C23H36N4O2, from OMol25.

Geometry as XYZ:
```
65
C23H36N4O2 | OMol25 | wB97M-V/def2-TZVPD
H -6.28 1.49 -1.72
C -3.60 3.06 1.03
H 0.08 1.66 1.13
H -1.14 0.49 2.92
H 1.44 1.50 -0.88
H -8.22 0.20 -2.40
H -7.43 -2.67 0.65
H 2.82 -1.73 -0.38
N -3.71 0.30 1.05
C -4.35 2.35 -0.09
C 5.76 0.80 -1.46
H 3.76 0.29 -2.13
C -0.45 -0.30 1.03
C 6.39 1.72 -0.42
N -2.58 0.92 1.47
N 3.89 0.07 -0.02
H 2.55 0.03 1.55
C 4.24 0.76 -1.26
H 2.99 -3.78 0.88
C -5.73 0.17 -0.11
H -3.75 2.37 -1.01
C 2.74 0.63 0.65
C -6.53 0.59 -1.17
H -5.29 2.85 -0.28
O -0.26 -1.43 0.62
C -7.97 -1.32 -0.92
H 5.98 -0.75 1.40
H 4.58 -4.00 0.15
C -2.39 2.26 1.47
H 4.39 -4.10 1.90
C -4.56 0.91 0.32
H 4.49 -1.67 -0.98
H -2.09 -0.90 2.29
H 5.68 0.60 -3.62
C -7.18 -1.75 0.14
H -4.25 3.17 1.91
C -1.58 0.02 2.03
C -9.17 -2.12 -1.34
H 7.48 1.66 -0.46
C 4.32 -2.09 1.12
H 6.10 2.75 -0.59
H -9.68 -1.65 -2.17
H 6.16 -0.20 -1.32
C 4.05 -3.59 1.01
H -5.46 -1.36 1.36
N 0.27 0.77 0.68
C 6.09 1.28 -2.87
H 7.17 1.33 -3.01
H 6.12 -2.26 2.30
C 5.80 -1.82 1.36
H -9.86 -2.23 -0.51
H 3.87 1.79 -1.20
H 6.40 -2.24 0.56
C 3.84 -1.38 -0.15
H 6.06 1.43 0.58
H -3.27 4.06 0.74
C -7.63 -0.15 -1.57
C -6.08 -1.03 0.54
H 5.68 2.27 -3.05
O -1.34 2.77 1.85
C 1.43 0.66 -0.17
H -8.86 -3.12 -1.65
H 2.99 1.65 0.97
H 1.33 -0.27 -0.73
H 3.75 -1.70 1.98
```

## Properties
- total charge = 0
- multiplicity = 1
- relative energy (zero: lowest compared OMol25 entry of this formula, charge and spin) (eV) = 1.954
- energy (eV) = -34491.4400



Record 4
The following is a quantum chemistry calculation of C27H53AlBrCl4FKN2O18P3S3 as an isolated structure, from OMol25.

Geometry as XYZ:
```
114
C27H53AlBrCl4FKN2O18P3S3 | OMol25 | wB97M-V/def2-TZVPD
Cl -2.01 -0.56 0.06
C 1.89 1.51 -0.17
C 10.64 -1.65 7.28
C -2.33 7.44 -0.17
C 0.83 -2.85 -1.14
P -4.67 -1.45 0.78
C 2.16 -4.10 0.54
C 10.42 -0.23 7.00
P -0.97 5.30 -1.19
H -3.20 -2.48 2.44
C 9.73 -2.56 6.95
S 3.59 -0.66 -0.79
H -1.61 1.78 -1.60
H -3.71 -3.68 -0.82
C -0.39 1.13 -6.45
H 0.48 1.40 -4.48
O -6.19 0.82 -4.93
H 0.59 1.27 -6.91
H -2.92 0.77 -2.41
H 9.74 1.90 6.45
H -6.72 -0.42 2.30
C -2.83 -3.09 -0.49
O 7.65 -3.05 5.98
H -0.09 -4.81 -1.17
C -1.66 -3.31 -1.51
Cl -7.05 -0.37 -5.11
H 1.12 -1.89 2.24
H 9.10 -4.31 6.87
H 1.65 -0.48 0.77
C 8.21 -0.76 6.01
C -5.49 0.21 0.57
O -1.12 6.69 -0.23
H -2.50 7.74 0.86
P -3.95 -1.08 -2.09
O -1.16 3.75 -1.88
H 3.36 -4.85 2.17
N -3.31 -1.66 -0.43
H 3.10 0.36 1.32
H 3.53 -1.69 2.11
C 3.16 -2.65 2.52
H -2.52 -3.37 0.53
C -0.43 1.66 -5.03
O -7.57 -0.34 -6.46
H -5.99 0.33 -0.41
C 3.09 -2.37 -0.83
H -2.54 2.90 -0.57
S 4.03 -3.38 -1.76
H -4.79 -2.07 3.16
H 2.55 2.32 0.18
Br -9.04 -1.51 -7.98
H -5.53 -2.25 -2.85
H 0.87 1.58 0.22
C -6.61 0.47 1.68
S -1.63 -0.53 -5.06
H -3.18 6.89 -0.54
H -2.29 -0.33 2.85
H 7.27 -0.49 5.54
H -1.94 -4.07 -2.27
O -6.26 -1.55 -4.91
Al -6.11 2.85 -3.99
C 3.37 -3.91 1.50
C -1.56 2.69 -1.01
K 4.91 -3.91 3.43
C -3.35 -0.44 3.18
O -1.83 5.92 -2.41
H 4.37 -3.92 0.96
C 8.45 -2.17 6.28
N 1.91 -2.80 -0.11
H 0.41 -1.82 -1.21
H 2.85 1.79 -2.18
C 1.86 1.56 -1.73
H -3.86 0.50 2.93
H 1.33 -4.42 1.20
H -1.43 -2.40 -2.10
H -4.69 0.99 0.61
O -0.69 -0.27 -6.33
H -6.22 1.38 2.42
O -3.83 0.57 -2.15
H -0.50 -3.90 0.31
H 1.22 -3.06 -2.16
H 1.21 2.43 -1.99
O -1.52 0.95 -4.41
Cl -0.83 8.03 -5.76
C -1.26 6.91 -3.29
O 11.23 0.63 7.27
O -2.97 -0.72 -5.49
O 9.90 -3.86 7.21
C -0.35 -3.81 -0.79
H 3.79 -2.87 3.47
F 2.54 -0.32 4.68
H -3.32 -0.55 4.28
H -1.12 6.47 -4.27
H -2.20 8.35 -0.76
H -1.97 7.73 -3.38
O 8.94 1.46 6.12
H -1.15 1.60 -7.07
H 1.40 0.67 -2.20
Cl -6.16 0.95 4.07
H 11.57 -1.91 7.77
H 2.34 -4.94 -0.16
C 2.48 0.16 0.43
H -0.59 2.73 -4.98
H -0.32 7.30 -2.92
O 0.52 5.39 -1.38
H -7.60 0.74 1.24
H 1.65 -1.88 3.96
H -0.82 2.56 -0.21
C -3.99 -1.71 2.50
O -0.97 -1.44 -4.19
H 1.20 -3.46 3.12
O -5.54 -1.51 -2.22
C 1.70 -2.46 3.01
O -8.12 -0.31 -4.16
C 9.13 0.16 6.35
```

## Properties
- total charge = 0
- multiplicity = 1
- relative energy (zero: lowest compared OMol25 entry of this formula, charge and spin) (eV) = 0.000
- energy (eV) = -274812.0358



Record 5
The following is a quantum chemistry calculation of C26H43F3O2P2Tc as an isolated structure, from OMol25.

Geometry as XYZ:
```
77
C26H43F3O2P2Tc | OMol25 | wB97M-V/def2-TZVPD
H 0.28 3.20 -2.24
H -2.25 -1.37 3.13
H 3.48 1.12 -3.32
H -2.95 -0.52 1.73
H 0.20 3.19 -5.69
H -1.95 0.36 2.91
H 3.20 3.17 -1.06
C 0.89 0.44 2.92
H 0.28 -3.38 -1.55
C 3.03 0.46 -2.56
C -1.64 2.34 0.54
C -0.86 -1.66 0.34
O -0.45 1.94 0.23
H 0.30 0.19 -7.92
C 1.12 1.27 -5.68
H -1.64 -1.02 -7.93
H -2.65 1.46 -5.09
H 3.80 0.13 -1.84
H 1.57 -3.65 -0.37
C -0.85 -0.87 1.55
H -3.57 0.67 -3.39
C -3.14 0.27 -2.47
H -0.31 1.13 -4.30
H 1.97 1.65 -5.10
C 0.52 -1.81 -0.10
H -1.40 2.26 -3.54
C -0.59 1.54 -3.34
C -1.96 -0.37 -5.91
C -2.06 -0.59 2.37
H 1.87 0.89 2.70
C 0.30 -0.57 -7.13
F -2.78 4.23 1.55
H 0.89 -1.41 -7.53
H 1.81 -2.48 -1.68
H -2.90 -1.87 -0.30
C 0.63 2.30 -2.77
H 0.98 -0.08 3.88
H -1.79 2.82 -6.77
C -0.87 -1.54 -3.44
H 0.72 2.65 -7.27
C 1.01 -0.05 -5.92
H -1.01 -1.51 -4.52
C -1.95 0.98 -5.79
H 0.19 -1.74 -3.26
H -1.46 -2.36 -3.02
C 2.48 2.55 -0.52
H -3.62 -0.69 -2.22
H -2.73 -0.95 -5.39
P 1.73 1.33 -1.64
C 2.81 -0.98 0.80
H 0.17 1.26 3.05
H 2.60 -0.43 -3.05
H 3.23 -1.37 -0.13
C -1.15 -1.08 -6.94
C 1.32 -0.98 0.78
H 2.99 2.02 0.29
P -1.37 0.01 -2.62
C 0.25 2.31 -6.34
H -3.32 0.98 -1.64
O -2.72 1.84 0.27
H -1.20 1.48 -7.73
C -1.20 1.89 -6.71
F -1.21 3.26 2.73
Tc -0.07 0.09 -0.81
H 3.17 -1.63 1.61
C 0.47 -0.45 1.81
H -1.78 -3.07 -0.99
C -1.58 3.62 1.46
C -2.02 -2.49 -0.09
H 1.28 2.64 -3.59
F -0.66 4.52 1.02
C 1.07 -2.89 -0.98
H -2.27 -3.19 0.71
H 3.21 0.03 0.98
H 1.69 3.17 -0.09
H 1.59 -0.78 -5.35
H -1.11 -2.16 -6.71
```

## Properties
- total charge = +2
- multiplicity = 4
- relative energy (zero: lowest compared OMol25 entry of this formula, charge and spin) (eV) = 2.378
- energy (eV) = -60667.1888



Record 6
The following is a quantum chemistry calculation of C6H5As3BrF26O4Pt as an isolated structure, from OMol25.

Geometry as XYZ:
```
46
C6H5As3BrF26O4Pt | OMol25 | wB97M-V/def2-TZVPD
C -1.83 0.18 -1.47
F 2.19 0.06 0.93
C 1.14 -0.71 -5.74
F 3.99 -1.76 1.01
F -2.52 -1.13 0.99
O -0.86 0.60 5.21
C -1.70 1.30 -2.56
F -1.82 0.88 2.13
F 4.06 0.07 2.69
H -0.17 2.34 -3.61
F -4.96 -0.95 1.86
C 0.01 1.20 4.63
Br 0.49 2.94 0.79
O 0.26 0.36 -3.70
F 3.88 -0.11 -0.88
F 1.51 1.47 -5.21
F -1.06 0.38 -0.40
F 2.32 -1.17 -5.26
F -2.53 1.21 -3.60
F 1.19 -0.65 -7.07
H 0.45 1.77 -2.17
H -2.88 0.10 -1.18
F -2.88 -0.83 3.53
F -1.63 -1.05 -1.85
C -0.25 1.47 -2.95
H 0.56 -1.62 -5.62
F -3.85 1.03 0.62
O 0.55 0.82 3.59
F -0.82 -2.14 3.71
O 0.24 2.46 5.02
As 0.35 -3.00 2.59
F 3.96 1.84 0.84
F 0.38 -4.24 3.84
F -0.61 1.13 -5.67
H -0.36 2.31 5.76
F 1.40 -3.91 1.45
F 5.82 0.07 0.73
F -1.14 -3.58 1.80
F -2.07 2.47 -2.06
F -4.19 1.25 3.10
As -3.43 0.00 2.01
C 0.54 0.59 -5.09
F 1.79 -2.26 3.43
Pt 0.11 0.41 1.47
As 4.01 0.01 0.86
F 0.36 -1.59 1.50
```

## Properties
- total charge = -3
- multiplicity = 3
- energy (eV) = -340960.0843